[1]
Formula: C26H27BaN5O7S2
Source: OMol25
Level of theory: ωB97M-V with the def2-TZVPD basis set

Geometry as XYZ:
```
68
Properties=species:S:1:pos:R:3:nbo_charge:R:1
Ba -0.051 -0.277 -0.504 1.846
C -2.795 0.590 2.604 -0.248
N -1.295 0.250 2.574 -0.430
C -0.610 1.475 3.034 -0.251
C -0.725 2.663 2.078 0.199
C -1.065 3.845 2.668 -0.266
C -0.902 4.987 1.821 -0.145
C -0.552 4.767 0.481 -0.269
C -0.318 3.457 -0.006 0.073
N -0.422 2.398 0.828 -0.497
C -1.038 -0.914 3.381 -0.256
C 0.315 -1.549 3.143 0.247
C 0.764 -2.594 4.039 -0.257
C 1.954 -3.239 3.683 -0.160
C 2.745 -2.809 2.599 -0.265
C 2.242 -1.771 1.868 0.036
N 1.022 -1.182 2.132 -0.509
C -3.276 1.177 1.313 0.189
C -4.061 2.272 1.246 -0.242
C -4.523 2.811 0.015 -0.151
C -4.261 2.094 -1.142 -0.247
C -3.549 0.901 -0.978 0.041
N -3.078 0.468 0.210 -0.475
H -2.998 1.254 3.384 0.187
H -3.347 -0.355 2.866 0.217
H 0.464 1.259 3.104 0.227
H -0.873 1.735 4.081 0.171
H -1.317 3.845 3.754 0.229
H -1.115 5.987 2.161 0.221
H -0.449 5.598 -0.250 0.231
H -0.064 3.346 -1.062 0.247
H -1.832 -1.581 3.210 0.222
H -1.105 -0.657 4.465 0.174
H 0.177 -2.904 4.882 0.222
H 2.289 -4.050 4.260 0.214
H 3.746 -3.226 2.271 0.242
H 2.829 -1.458 0.996 0.228
H -4.203 2.885 2.095 0.212
H -5.147 3.686 -0.085 0.223
H -4.555 2.409 -2.171 0.237
H -3.293 0.415 -1.926 0.215
O -0.886 0.673 -4.949 -0.971
S -0.082 0.462 -3.773 2.393
O -0.073 1.589 -2.850 -1.044
O -0.334 -0.816 -3.029 -1.090
C 1.649 0.238 -4.391 -0.313
C 1.688 0.296 -5.739 -0.161
C 2.908 0.254 -6.416 -0.220
C 4.131 0.200 -5.707 -0.213
C 4.072 0.224 -4.331 -0.204
C 2.868 0.199 -3.638 -0.307
S 2.950 -0.176 -1.813 2.442
O 4.355 -0.242 -1.575 -0.983
O 2.216 -1.400 -1.612 -1.082
O 2.274 0.957 -1.185 -1.059
H 0.730 0.353 -6.277 0.250
H 2.945 0.039 -7.473 0.207
H 5.067 0.045 -6.263 0.216
H 5.006 0.039 -3.758 0.247
C -0.375 -5.131 1.029 -0.684
C 0.205 -4.086 0.032 0.699
N 1.325 -4.199 -0.727 -0.820
O -0.392 -3.034 -0.082 -0.719
H 0.048 -6.195 0.650 0.213
H -1.467 -5.153 0.917 0.245
H -0.088 -4.788 1.951 0.232
H 1.996 -4.983 -0.820 0.404
H 1.534 -3.375 -1.290 0.445
```

As for the spin multiplicity: 1. The gap between HOMO and LUMO comes out at 8.6 eV. The charge is 0. The value obtained for the energy relative to the best compared isomer or geometry (same formula, charge and spin) is 0.0 kcal/mol.

***

[2]
Formula: C26H27BrN2O2Sn
Source: OMol25
Level of theory: ωB97M-V with the def2-TZVPD basis set

Geometry as XYZ:
```
59
Properties=species:S:1:pos:R:3:nbo_charge:R:1
Sn 1.095 0.776 -0.165 1.292
C 3.694 -0.708 2.660 -0.249
O 3.426 -0.831 1.279 -0.533
C 3.488 -2.165 0.832 -0.089
C 3.123 -2.218 -0.631 -0.089
O 1.720 -2.108 -0.848 -0.543
C 1.083 -3.369 -0.918 -0.251
H 4.672 -1.132 2.914 0.167
H 2.924 -1.208 3.259 0.171
H 3.694 0.353 2.898 0.198
H 2.799 -2.796 1.412 0.170
H 4.505 -2.560 0.971 0.172
H 3.488 -3.156 -1.063 0.178
H 3.598 -1.388 -1.157 0.214
H 1.425 -3.932 -1.792 0.174
H 0.011 -3.197 -1.005 0.192
H 1.265 -3.966 -0.017 0.168
C -2.074 1.129 -0.942 -0.278
N -0.693 1.381 -1.369 -0.712
C -0.529 1.836 -2.587 0.183
C 0.713 2.186 -3.134 -0.059
C 1.043 2.609 -4.439 -0.224
C 2.420 2.769 -4.439 -0.340
C 2.852 2.439 -3.129 -0.010
N 1.835 2.094 -2.346 -0.543
C -2.756 0.028 -1.727 0.060
C -2.061 -1.132 -2.065 -0.244
C -2.684 -2.157 -2.758 -0.195
C -4.020 -2.039 -3.126 -0.224
C -4.719 -0.887 -2.799 -0.202
C -4.087 0.141 -2.107 -0.243
H -2.665 2.047 -1.005 0.197
H -2.040 0.846 0.108 0.237
H -1.412 1.963 -3.216 0.188
H 0.359 2.755 -5.262 0.212
H 3.042 3.085 -5.261 0.213
H 3.866 2.456 -2.748 0.189
H -1.013 -1.221 -1.799 0.210
H -2.128 -3.049 -3.020 0.209
H -4.507 -2.836 -3.673 0.213
H -5.757 -0.783 -3.087 0.213
H -4.635 1.044 -1.863 0.210
Br 0.699 3.337 1.249 0.125
C -0.120 2.578 2.789 -0.063
C -0.308 3.397 3.858 -0.256
C -0.916 2.865 5.019 -0.196
C -1.295 1.557 5.052 -0.189
C -1.095 0.706 3.934 -0.070
C -1.493 -0.656 3.978 -0.194
C -1.316 -1.456 2.892 -0.209
C -0.723 -0.934 1.715 -0.255
C -0.305 0.368 1.603 -0.535
C -0.493 1.205 2.746 -0.039
H 0.001 4.432 3.823 0.229
H -1.077 3.508 5.874 0.217
H -1.757 1.143 5.940 0.213
H -1.935 -1.042 4.890 0.209
H -1.618 -2.496 2.930 0.211
H -0.608 -1.612 0.870 0.198
```

As for the spin multiplicity: 1. The gap between HOMO and LUMO comes out at 7.5 eV. The charge is 0. The value obtained for the energy relative to the best compared isomer or geometry (same formula, charge and spin) is 12.4 kcal/mol.

***

[3]
Formula: C26H27ClN6OS
Source: OMol25
Level of theory: ωB97M-V with the def2-TZVPD basis set

Geometry as XYZ:
```
62
Properties=species:S:1:pos:R:3:nbo_charge:R:1
O 3.224 0.261 -2.967 -0.625
C 2.210 0.934 -2.939 0.665
N 1.180 0.707 -3.791 -0.618
H 0.361 1.292 -3.778 0.392
C 1.124 -0.487 -4.596 -0.248
H 1.353 -0.259 -5.645 0.194
C -0.262 -1.166 -4.551 -0.201
N -0.828 -1.518 -3.279 -0.469
C -1.715 -0.619 -2.585 -0.222
C -1.075 0.083 -1.370 -0.229
N -0.510 -0.907 -0.478 -0.446
C -1.250 -1.439 0.551 0.291
C -2.177 -0.641 1.240 -0.342
C -2.896 -1.157 2.296 0.006
C -2.742 -2.459 2.733 -0.296
C -1.806 -3.241 2.078 -0.155
C -1.078 -2.753 1.014 -0.302
H -0.376 -3.415 0.534 0.212
H -1.649 -4.258 2.403 0.220
H -3.317 -2.843 3.559 0.229
Cl -4.015 -0.113 3.117 -0.026
H -2.327 0.393 0.975 0.222
C 0.495 -1.676 -1.186 -0.232
H 0.981 -2.377 -0.510 0.212
C -0.124 -2.412 -2.390 -0.229
H 0.649 -2.941 -2.946 0.207
H -0.847 -3.148 -2.009 0.190
H 1.256 -0.972 -1.533 0.209
H -1.833 0.682 -0.871 0.208
H -0.268 0.750 -1.678 0.207
H -2.108 0.122 -3.284 0.196
H -2.562 -1.212 -2.207 0.190
H -0.985 -0.518 -5.055 0.191
H -0.175 -2.084 -5.146 0.197
H 1.904 -1.152 -4.216 0.229
C 1.961 1.957 -1.881 -0.151
C 0.993 2.956 -1.951 -0.198
C 0.690 3.703 -0.828 -0.212
C 1.353 3.480 0.374 -0.046
C 2.380 2.546 0.418 -0.109
C 2.676 1.792 -0.698 -0.182
H 3.446 1.035 -0.669 0.239
H 2.920 2.386 1.337 0.220
C 0.939 4.200 1.611 -0.515
H 0.768 5.262 1.434 0.240
H 1.655 4.061 2.419 0.244
S -0.683 3.602 2.240 0.262
C -0.253 2.017 2.801 0.237
N 0.849 1.386 2.508 -0.513
C 0.759 0.186 3.163 0.133
C 1.622 -0.902 3.206 -0.256
C 1.211 -1.966 3.986 0.011
N 0.083 -2.007 4.692 -0.428
C -0.748 -0.986 4.657 0.024
C -0.455 0.129 3.890 0.056
N -1.082 1.326 3.638 -0.546
H -2.007 1.597 3.930 0.436
H -1.648 -1.066 5.251 0.197
H 1.823 -2.854 4.070 0.190
H 2.552 -0.910 2.662 0.224
H -0.087 4.453 -0.876 0.213
H 0.468 3.162 -2.874 0.205
```

As for the spin multiplicity: 1. The gap between HOMO and LUMO comes out at 7.7 eV. The charge is 0. The value obtained for the energy relative to the best compared isomer or geometry (same formula, charge and spin) is 5.2 kcal/mol.

***

[4]
Formula: C26H27IrN4O6S3
Source: OMol25
Level of theory: ωB97M-V with the def2-TZVPD basis set

Geometry as XYZ:
```
67
Properties=species:S:1:pos:R:3:nbo_charge:R:1
Ir 0.132 -1.733 0.012 1.177
O 2.370 -4.784 0.144 -0.584
C 1.667 -3.966 0.716 0.785
O 0.453 -3.707 0.200 -0.774
C 2.069 -3.320 2.094 -0.365
C 0.940 -2.946 3.071 0.066
C 1.454 -2.919 4.533 -0.426
C 2.342 -1.669 4.562 -0.435
C 2.140 -1.162 3.112 0.106
O 0.744 -1.549 2.862 -0.550
C 2.927 -2.001 2.046 -0.356
C 3.167 -1.170 0.765 0.800
O 4.206 -0.521 0.689 -0.656
O 2.243 -1.151 -0.074 -0.805
H 2.743 -4.117 2.488 0.253
H -0.046 -3.480 3.023 0.225
H 0.607 -2.713 5.187 0.217
H 1.956 -3.851 4.833 0.215
H 1.967 -0.887 5.287 0.215
H 3.358 -1.848 4.874 0.220
H 2.200 -0.111 3.028 0.202
H 3.899 -2.174 2.506 0.238
S -3.580 -2.548 -6.308 -0.018
C -2.685 -2.073 -5.036 -0.173
S -0.958 -1.839 -5.053 0.443
C -0.957 -1.735 -3.277 -0.237
N -2.176 -1.724 -2.767 -0.197
N -3.112 -1.853 -3.736 -0.220
C -4.504 -1.939 -3.359 0.127
C -4.862 -2.421 -2.107 -0.225
C -6.161 -2.392 -1.692 -0.190
C -7.139 -1.891 -2.564 -0.189
C -6.755 -1.327 -3.779 -0.208
C -5.438 -1.247 -4.160 -0.190
S 0.430 -1.558 -2.402 0.208
H -4.107 -2.925 -1.533 0.236
H -6.389 -2.836 -0.704 0.226
H -8.149 -1.847 -2.329 0.217
H -7.439 -0.913 -4.462 0.219
H -5.067 -0.793 -5.102 0.243
C 2.376 3.024 -1.724 -0.623
C 2.890 2.760 -0.295 -0.221
N 2.272 3.613 0.747 -0.441
C 3.206 4.562 1.375 -0.204
C 3.305 5.936 0.717 -0.617
C 0.945 3.624 1.098 0.655
O 0.449 4.468 1.814 -0.605
C 0.050 2.532 0.613 -0.143
C -1.232 2.912 0.189 -0.100
C -2.129 1.910 -0.165 -0.240
C -1.703 0.619 -0.094 0.050
N -0.460 0.229 0.269 -0.520
C 0.394 1.151 0.602 0.095
H 2.539 2.124 -2.372 0.232
H 2.861 3.929 -2.070 0.212
H 1.278 3.239 -1.598 0.201
H 3.966 2.931 -0.232 0.216
H 2.802 1.701 -0.011 0.217
H 4.216 4.120 1.351 0.200
H 2.963 4.613 2.466 0.217
H 3.588 5.814 -0.330 0.200
H 4.065 6.466 1.238 0.214
H 2.411 6.555 0.771 0.221
H -1.469 3.962 0.135 0.245
H -3.124 2.168 -0.487 0.237
H -2.376 -0.180 -0.399 0.225
H 1.427 0.862 0.803 0.237
```

As for the spin multiplicity: 5. The gap between HOMO and LUMO (spin up / spin down) comes out at 7.3 / 5.0 eV. The charge is 0. The value obtained for the energy relative to the best compared isomer or geometry (same formula, charge and spin) is 1.4 kcal/mol.

***

[5]
Formula: C26H28AsN2O3S6Tc
Source: OMol25
Level of theory: ωB97M-V with the def2-TZVPD basis set

Geometry as XYZ:
```
67
Properties=species:S:1:pos:R:3:nbo_charge:R:1
Tc 1.007 -0.377 -0.444 0.555
C 2.315 3.326 -2.883 -0.648
C 1.592 2.408 -1.946 -0.225
S 2.392 1.021 -1.398 0.503
C 0.317 2.617 -1.486 -0.136
C -0.510 3.809 -1.859 -0.658
S -0.309 1.507 -0.371 0.271
H 3.309 2.945 -3.113 0.237
H 2.421 4.325 -2.457 0.227
H 1.766 3.411 -3.822 0.237
H -0.231 4.184 -2.842 0.230
H -0.366 4.616 -1.137 0.234
H -1.569 3.555 -1.871 0.241
C 1.500 2.183 4.210 -0.591
C 0.759 2.229 2.874 -0.437
C -0.478 1.365 2.862 -0.023
C -1.632 1.809 3.494 -0.212
C -2.784 1.041 3.497 -0.192
C -2.797 -0.189 2.862 -0.203
C -1.665 -0.673 2.215 -0.032
C -1.692 -2.036 1.584 -0.414
C -1.274 -3.136 2.559 -0.597
C -0.512 0.115 2.232 0.183
N 0.675 -0.366 1.585 -0.538
C 1.655 -0.792 2.367 0.149
C 2.860 -1.096 1.770 0.021
C 4.156 -1.470 2.176 -0.205
C 4.915 -1.529 1.027 -0.301
C 4.069 -1.196 -0.052 0.043
N 2.850 -0.918 0.396 -0.466
H 2.396 2.803 4.182 0.215
H 1.806 1.166 4.459 0.197
H 0.865 2.538 5.023 0.208
H 1.430 1.935 2.066 0.218
H 0.457 3.258 2.665 0.217
H -1.628 2.776 3.981 0.212
H -3.676 1.404 3.989 0.217
H -3.698 -0.789 2.858 0.215
H -1.024 -2.071 0.723 0.192
H -2.693 -2.230 1.194 0.229
H -0.239 -3.003 2.877 0.200
H -1.356 -4.118 2.094 0.221
H -1.901 -3.125 3.452 0.208
H 1.483 -0.857 3.435 0.218
H 4.470 -1.675 3.185 0.227
H 5.949 -1.812 0.935 0.235
H 4.304 -1.197 -1.106 0.251
S 4.940 -3.069 -2.588 -0.658
As 3.461 -4.453 -2.233 0.679
S 1.066 -2.936 -0.774 0.142
S 1.384 -3.354 -2.774 -0.276
S 2.557 -4.073 0.014 -0.302
O -2.598 -2.265 -1.611 -0.665
C -2.977 -1.413 -2.581 0.356
C -4.317 -1.488 -2.970 -0.270
C -4.803 -0.671 -3.966 -0.159
C -3.968 0.241 -4.610 -0.267
C -2.648 0.317 -4.231 -0.137
C -2.127 -0.492 -3.213 -0.238
C -0.693 -0.284 -2.892 0.800
O 0.039 0.454 -3.499 -0.591
O -0.242 -0.990 -1.820 -0.744
H -1.647 -2.144 -1.458 0.507
H -4.950 -2.208 -2.471 0.226
H -5.843 -0.748 -4.253 0.215
H -4.350 0.876 -5.397 0.217
H -1.969 1.008 -4.712 0.232
```

As for the spin multiplicity: 1. The gap between HOMO and LUMO comes out at 5.5 eV. The charge is 0. The value obtained for the energy relative to the best compared isomer or geometry (same formula, charge and spin) is 27.9 kcal/mol.

***

[6]
Formula: C26H28BBrIrO4
Source: OMol25
Level of theory: ωB97M-V with the def2-TZVPD basis set

Geometry as XYZ:
```
61
Properties=species:S:1:pos:R:3:nbo_charge:R:1
Ir -2.189 0.293 0.823 0.761
C -3.628 -2.481 1.823 -0.646
C -3.593 -0.987 1.960 0.048
C -4.484 -0.181 1.169 -0.241
C -4.398 1.203 1.157 0.050
C -5.211 2.055 0.238 -0.655
C -3.409 1.817 2.003 -0.193
C -2.669 1.089 2.947 0.051
C -1.814 1.774 3.973 -0.654
C -2.713 -0.344 2.868 -0.265
H -3.069 -2.794 0.940 0.262
H -4.656 -2.819 1.697 0.257
H -3.207 -2.966 2.701 0.247
H -5.168 -0.683 0.496 0.270
H -4.572 2.463 -0.549 0.266
H -5.640 2.894 0.785 0.258
H -6.014 1.487 -0.227 0.249
H -3.307 2.895 1.983 0.264
H -0.801 1.923 3.607 0.259
H -1.762 1.172 4.879 0.250
H -2.234 2.745 4.227 0.252
H -2.086 -0.933 3.523 0.272
Br -2.944 2.596 -3.502 0.126
C -2.677 0.789 -3.971 -0.036
C -2.839 0.466 -5.308 -0.240
C -2.687 -0.845 -5.734 -0.122
C -2.380 -1.854 -4.830 -0.217
C -2.224 -1.541 -3.497 -0.135
C -2.363 -0.219 -3.048 -0.202
C -2.176 -0.001 -1.624 0.773
O -2.024 1.144 -1.056 -0.594
O -2.151 -0.978 -0.787 -0.604
H -3.088 1.245 -6.015 0.250
H -2.815 -1.076 -6.783 0.243
H -2.266 -2.875 -5.166 0.241
H -1.983 -2.312 -2.778 0.236
C 6.418 0.845 -0.265 -0.598
C 5.647 -0.473 -0.038 -0.103
C 6.388 -1.330 1.010 -0.599
C 5.578 -1.244 -1.355 -0.619
C 4.283 -0.134 0.502 0.224
C 4.214 0.598 1.757 -0.095
C 3.041 0.972 2.356 -0.282
C 1.886 0.602 1.678 0.451
O 0.618 0.825 2.006 -0.638
B -0.195 0.256 0.973 0.926
O 0.676 -0.331 0.027 -0.618
C 1.931 -0.119 0.441 0.348
C 3.106 -0.493 -0.156 -0.302
H 7.407 0.601 -0.653 0.244
H 6.560 1.415 0.654 0.214
H 5.913 1.479 -0.995 0.223
H 7.374 -1.575 0.617 0.244
H 5.859 -2.264 1.203 0.223
H 6.534 -0.809 1.956 0.213
H 6.591 -1.461 -1.691 0.244
H 5.092 -0.665 -2.142 0.218
H 5.062 -2.199 -1.242 0.218
H 5.147 0.858 2.235 0.248
H 3.007 1.518 3.287 0.265
H 3.108 -1.035 -1.089 0.270
```

As for the spin multiplicity: 2. The gap between HOMO and LUMO (spin up / spin down) comes out at 7.5 / 5.0 eV. The charge is +2.